Here is a structure of composition C5H8Ag2Cl4NiO7P from the OMol25 dataset. Energies are from ωB97M-V/def2-TZVPD.

The geometry in ORCA input format:
```
! RIJCOSX wB97M-V def2-TZVPD def2/J DEFGRID3
* xyz 0 6
Ag 30.65360 -11.94438 -15.29243
Ag 31.91932 -8.15821 -18.27606
Ni 31.31382 -11.25135 -18.41051
P 33.08277 -11.21136 -16.39571
O 32.02831 -12.27591 -16.96217
O 32.45455 -10.82431 -15.08921
O 32.69075 -10.07432 -17.43905
O 34.52950 -11.63208 -16.48154
C 29.56827 -9.60256 -16.48342
O 29.64474 -9.63391 -15.29013
O 29.87943 -10.66764 -17.00501
O 30.12964 -8.66422 -17.03458
Cl 27.00226 -7.04422 -15.48498
C 27.97424 -5.76877 -16.11456
C 27.62476 -5.32545 -17.55165
Cl 25.97534 -4.60226 -17.66319
H 28.99400 -6.13377 -15.99224
H 27.92846 -4.86782 -15.50277
H 27.63147 -6.03362 -18.38024
H 28.23619 -4.46514 -17.82390
Cl 25.22576 -11.80111 -14.85948
C 26.93033 -11.77588 -14.46004
C 27.12246 -10.93623 -13.22250
Cl 25.97976 -11.40007 -11.92231
H 27.49082 -11.47967 -15.34672
H 27.20012 -12.81946 -14.29798
H 26.97005 -9.88885 -13.48298
H 28.11678 -11.01204 -12.78241
*
```

Properties
**Expectation value of S²**: 8.7758
**Orbital gap (spin up / spin down)**: 5.16 / 6.13 eV
**LUMO energy (spin up / spin down)**: -1.63 / -4.05 eV

Here is a structure of composition C5H8AgO5 from the OMol25 dataset. Energies are from ωB97M-V/def2-TZVPD.

The geometry in ORCA input format:
```
! RIJCOSX wB97M-V def2-TZVPD def2/J DEFGRID3
* xyz -1 1
O -0.08443 -1.00952 0.93826
C 1.25998 0.01409 0.35304
C -0.64233 -0.45009 2.08055
O 2.49758 -0.21924 0.41874
O 0.88575 1.04827 1.22764
C 0.46034 0.53119 2.48093
H -0.82458 -1.19575 2.87345
H -1.57387 0.09900 1.84286
H 0.08987 1.36676 3.08717
H 1.26860 -0.04413 2.96379
O -1.06116 -1.34528 -2.67730
O 0.90757 -0.05499 -0.99097
C -0.63492 -0.05440 -2.83263
C -0.21294 0.64179 -1.53643
H -1.41310 0.62264 -3.26831
H 0.24005 0.03487 -3.52678
H -1.04330 0.59457 -0.81415
H 0.05804 1.69450 -1.72112
Ag -0.17716 -2.27427 -0.89872
*
```

Properties
**Energy relative to the best compared isomer or geometry (same formula, charge and spin)**: 0.00 kcal/mol
**Orbital gap**: 7.44 eV
**LUMO energy**: 3.20 eV

Here is an isolated molecule of C5H8BN from the OMol25 dataset. Energies are from ωB97M-V/def2-TZVPD.

The geometry in ORCA input format:
```
! RIJCOSX wB97M-V def2-TZVPD def2/J DEFGRID3
* xyz 0 1
H 0.29053 -2.46121 -0.57943
B 1.13416 -1.77756 -0.17148
C 2.14016 -0.79485 0.12074
C 1.94220 0.61691 -0.07026
C 0.79591 1.37840 0.03386
C -0.56986 0.98314 0.13484
N -0.96799 -0.21810 0.02938
C -2.39680 -0.50008 0.01182
H 3.23274 -0.85031 0.44238
H 2.88643 1.29978 -0.05578
H 1.03107 2.35998 -0.00847
H -1.44244 1.66814 0.17887
H -2.42104 -1.05596 -0.98845
H -2.56420 -1.13527 0.76071
H -3.09088 0.48699 0.16127
*
```

Properties
**Energy relative to the best compared isomer or geometry (same formula, charge and spin)**: 93.11 kcal/mol
**Orbital gap**: 8.21 eV
**LUMO energy**: 0.46 eV
**SMILES string**: [H]\B=C/C=C\C=N\C

Here is a structure of composition C5H8BaO3 from the OMol25 dataset. Energies are from ωB97M-V/def2-TZVPD.

The geometry in ORCA input format:
```
! RIJCOSX wB97M-V def2-TZVPD def2/J DEFGRID3
* xyz 0 1
O -0.65581 2.66617 -3.33950
C -3.80503 0.43096 -0.06543
C -2.63577 0.13875 -0.10556
O -1.33484 -0.00786 -0.14436
C -0.67879 -0.44607 1.08873
C 0.70489 -0.89792 0.70530
O 1.29289 0.12315 -0.09695
C 2.70451 -0.01692 -0.27637
Ba 0.04355 1.29482 -1.80321
H -4.86831 0.58660 -0.03721
H -1.25350 -1.27146 1.52191
H -0.65841 0.41301 1.76980
H 0.68209 -1.83861 0.13624
H 1.29392 -1.04360 1.62183
H 3.03088 0.77551 -0.95797
H 3.20680 0.09384 0.69297
H 2.93092 -1.00036 -0.71022
*
```

Properties
**Orbital gap**: 4.51 eV
**LUMO energy**: -0.42 eV

Calculated total energy for every record listed, in sequence, given in Eh: -4706.19024, -718.43840, -274.77222, -446.28201.
Max |F| for every record listed, in sequence, given in eV/A: 7.46, 3.52, 5.07, 7.10.